(P)
# C2H8N2O2

A cluster of 2 separate species, C2H8N2O2 in total (wB97M-V/def2-TZVPD, the Open Molecules 2025 dataset).

```
14
Properties=species:S:1:pos:R:3:mulliken_charge:R:1
N -0.192 0.961 -0.956 -0.581
C -1.346 0.118 -0.628 -0.524
C -1.222 -0.393 0.839 0.611
N -2.118 -1.389 1.166 -0.441
O -0.386 0.007 1.594 -0.592
H 0.263 1.266 -0.101 0.279
H 0.397 0.438 -1.559 0.217
H -1.320 -0.824 -1.171 0.304
H -2.238 0.724 -0.748 0.252
H -2.932 -1.590 0.632 0.219
H -2.329 -1.460 2.155 0.256
O 4.236 0.548 -1.402 -0.632
H 4.900 1.171 -1.631 0.313
H 3.589 0.586 -2.135 0.320
```

Frontier orbital gap = 10.158 eV
HOMO level = -9.35 eV
Lowest unoccupied orbital energy = 0.81 eV
Structure (SMILES) = NCC(N)=O.O


(Q)
# C2H8N2O2

A cluster of 2 separate species, C2H8N2O2 in total (wB97M-V/def2-TZVPD, the Open Molecules 2025 dataset).

```
14
Properties=species:S:1:pos:R:3:mulliken_charge:R:1
N -1.389 1.652 1.033 -0.573
C -0.035 1.148 1.220 -0.336
N 0.272 0.162 0.165 -0.257
C 1.218 -0.811 0.406 0.062
O 1.724 -1.069 1.473 -0.535
H -2.037 1.172 1.616 0.235
H -1.402 2.620 1.300 0.238
H 0.706 1.936 1.144 0.313
H 0.066 0.592 2.140 0.274
H 0.429 0.512 -0.768 0.258
H 1.360 -1.436 -0.490 0.322
O -0.169 -1.806 -3.065 -0.638
H -1.019 -2.107 -2.725 0.322
H 0.276 -2.565 -3.448 0.316
```

Frontier orbital gap = 10.246 eV
HOMO level = -9.47 eV
Lowest unoccupied orbital energy = 0.78 eV
Structure (SMILES) = NCNC=O.O


(R)
# C2H8N2O2

A cluster of 2 separate species, C2H8N2O2 in total (wB97M-V/def2-TZVPD, the Open Molecules 2025 dataset).

```
14
Properties=species:S:1:pos:R:3:mulliken_charge:R:1
C 1.379 -0.220 -0.615 -1.005
C 0.697 -0.037 0.714 0.722
O 1.257 0.074 1.780 -0.579
N -0.741 -0.440 0.770 -0.216
N -1.434 -1.091 -0.285 -0.672
H 0.792 0.217 -1.420 0.320
H 2.338 0.290 -0.567 0.281
H 1.531 -1.281 -0.823 0.307
H -0.965 -0.871 1.662 0.278
H -0.865 -1.821 -0.706 0.265
H -1.592 -0.382 -0.999 0.287
O -0.622 1.794 -0.200 -0.745
H -0.724 2.711 0.069 0.255
H -1.051 1.057 0.620 0.503
```

Frontier orbital gap = 10.634 eV
HOMO level = -9.85 eV
Lowest unoccupied orbital energy = 0.79 eV
Structure (SMILES) = CC(=O)NN.O


Most stable pick: (P). Distance to second place: 4.9 kcal/mol.


(P)
# C2H8N2O2

A cluster of 2 separate species, C2H8N2O2 in total (wB97M-V/def2-TZVPD, the Open Molecules 2025 dataset).

```
14
Properties=species:S:1:pos:R:3:mulliken_charge:R:1
O -0.332 -1.247 -0.278 -0.455
C -0.881 -1.456 -1.315 0.264
O -1.739 -2.480 -1.461 -0.420
H -0.703 -0.905 -2.250 0.236
H -2.310 -2.394 -2.235 0.354
N 1.747 0.675 0.734 -0.552
C 1.123 1.974 0.664 -0.351
N -0.056 2.193 1.503 -0.611
H 1.830 0.257 1.649 0.196
H 1.426 0.015 0.047 0.263
H 1.854 2.748 0.882 0.302
H 0.817 2.123 -0.372 0.286
H -0.585 1.326 1.529 0.252
H 0.241 2.345 2.462 0.235
```

Frontier orbital gap = 8.743 eV
HOMO level = -8.37 eV
Lowest unoccupied orbital energy = 0.38 eV
Structure (SMILES) = O=CO.NCN


(Q)
# C2H8N2O2

The molecule C2H8N2O2 (wB97M-V/def2-TZVPD, the Open Molecules 2025 dataset).

```
14
Properties=species:S:1:pos:R:3:mulliken_charge:R:1
N -0.576 1.081 2.036 -0.511
O -0.179 1.273 0.686 -0.303
C -0.840 0.315 -0.562 -0.419
C 0.323 -0.607 -0.620 0.363
N 0.728 -1.102 -1.904 -0.664
O 0.253 -1.678 0.302 -0.565
H -0.841 2.019 2.342 0.248
H 0.246 0.868 2.603 0.240
H -0.912 1.027 -1.381 0.279
H -1.775 -0.098 -0.190 0.264
H 1.071 0.146 -0.136 0.213
H 0.933 -0.342 -2.544 0.258
H 1.579 -1.642 -1.776 0.255
H -0.010 -1.260 1.144 0.342
```

Frontier orbital gap = 9.849 eV
HOMO level = -9.00 eV
Lowest unoccupied orbital energy = 0.85 eV
Structure (SMILES) = NOC[C@H](N)O


Most stable pick: (P). Distance to second place: 73.0 kcal/mol.


(P)
# C7H11N3O

A cluster of 2 separate species, C7H11N3O in total (wB97M-V/def2-TZVPD, the Open Molecules 2025 dataset).

```
22
Properties=species:S:1:pos:R:3:mulliken_charge:R:1
N 2.405 -1.481 0.212 -0.504
C 1.833 -0.221 0.198 0.483
C 1.625 0.748 1.188 -0.562
N 1.139 1.838 0.630 -0.068
C 1.051 1.553 -0.720 -0.613
N 1.495 0.348 -1.025 -0.483
H 2.437 -1.741 1.180 0.217
H 3.240 -1.506 -0.274 0.257
H 1.582 0.668 2.277 0.402
H 0.348 2.353 1.123 0.355
H 0.536 2.172 -1.468 0.492
O -1.717 1.719 0.562 -0.687
C -1.750 0.625 0.061 0.713
C -1.813 0.058 -1.215 -0.586
C -1.337 -1.291 -0.749 -0.537
C -1.611 -0.764 0.711 -0.564
H -1.049 0.593 -1.775 0.220
H -2.776 -0.065 -1.632 0.352
H -1.927 -2.139 -1.043 0.339
H -0.279 -1.574 -0.818 0.189
H -2.581 -0.979 1.080 0.335
H -0.852 -0.914 1.498 0.250
```

Frontier orbital gap = 8.876 eV
HOMO level = -7.93 eV
Lowest unoccupied orbital energy = 0.95 eV
Structure (SMILES) = Nc1c[nH]cn1.O=C1CCC1


(Q)
# C7H11N3O

A structure of composition C7H11N3O (wB97M-V/def2-TZVPD, the Open Molecules 2025 dataset).

```
22
Properties=species:S:1:pos:R:3:mulliken_charge:R:1
C -0.807 -1.585 0.355 -0.199
C -0.077 -1.002 1.262 -0.615
C 3.421 -0.016 -0.102 0.473
C -1.094 -0.737 -0.880 -0.663
C 2.628 0.993 0.699 -0.478
C 2.158 -0.420 -0.827 -0.430
C -1.933 1.361 -0.010 -0.861
N 0.249 0.700 0.396 -0.310
N -0.784 0.639 -0.527 0.046
N 1.477 0.713 -0.164 0.080
O 4.572 -0.330 -0.163 -0.550
H -1.223 -2.581 0.376 0.439
H 0.347 -1.199 2.216 0.413
H -0.456 -1.063 -1.710 0.251
H -2.134 -0.820 -1.196 0.434
H 2.486 0.715 1.747 0.255
H 2.965 2.031 0.644 0.259
H 2.172 -0.363 -1.916 0.248
H 1.787 -1.400 -0.509 0.233
H -1.598 2.345 0.306 0.305
H -2.661 1.470 -0.812 0.337
H -2.401 0.855 0.843 0.333
```

Frontier orbital gap = 9.234 eV
HOMO level = -8.32 eV
Lowest unoccupied orbital energy = 0.91 eV


Most stable pick: (P). Distance to second place: 76.8 kcal/mol.


(P)
# C5H13NO

A cluster of 2 separate species, C5H13NO in total (wB97M-V/def2-TZVPD, the Open Molecules 2025 dataset).

```
20
Properties=species:S:1:pos:R:3:mulliken_charge:R:1
C -1.625 -1.440 0.428 -1.178
C -0.601 -1.590 -0.745 -0.393
C 0.561 -0.641 -0.688 0.536
C 0.973 -0.054 0.508 -0.263
N 1.703 1.147 0.493 -0.380
C 1.314 -0.446 -1.967 -1.428
H -1.777 -2.290 1.048 0.313
H -1.489 -0.528 0.988 0.348
H -2.592 -1.447 -0.095 0.314
H -0.333 -2.636 -0.875 0.415
H -1.204 -1.411 -1.665 0.435
H 0.449 -0.270 1.438 0.495
H 2.643 0.952 0.158 0.319
H 1.585 1.420 1.463 0.295
H 1.552 0.604 -2.140 0.442
H 0.704 -0.789 -2.805 0.368
H 2.239 -1.026 -2.018 0.361
H -1.088 3.082 1.599 0.269
H -1.463 3.523 2.894 0.329
O -1.553 3.838 1.982 -0.598
```

Frontier orbital gap (spin up / spin down) = 10.079 / 6.844 eV
Expectation value of S² = 0.755
HOMO level (spin up / spin down) = -14.38 / -14.38 eV
Total charge = +1
Lowest unoccupied orbital energy (spin up / spin down) = -4.30 / -7.53 eV
Spin multiplicity = 2


(Q)
# C5H13NO

A structure of composition C5H13NO (wB97M-V/def2-TZVPD, the Open Molecules 2025 dataset).

```
20
Properties=species:S:1:pos:R:3:mulliken_charge:R:1
C 1.041 -0.762 2.441 -1.000
C 0.231 0.458 2.014 -0.644
C -0.967 0.158 1.039 -0.663
C -0.542 -0.258 -0.424 0.487
C -1.112 0.281 -1.604 -0.087
N -0.719 -0.141 -3.020 -0.493
H 1.476 -1.165 1.523 0.273
H 1.911 -0.488 3.094 0.311
H 0.377 -1.396 3.036 0.326
H 0.793 1.001 1.316 0.329
H -0.049 1.065 2.804 0.483
H -1.525 1.145 1.003 0.315
H -1.540 -0.609 1.527 0.384
H -0.880 -1.332 -0.449 0.253
H -2.136 0.449 -1.870 0.428
H 0.286 0.110 -3.176 0.305
H -0.971 -1.068 -3.291 0.296
H 0.446 0.224 -0.985 -0.101
H 2.376 0.262 -0.901 0.283
O 1.570 0.441 -0.411 -0.485
```

Frontier orbital gap (spin up / spin down) = 7.358 / 6.958 eV
Expectation value of S² = 0.783
HOMO level (spin up / spin down) = -14.66 / -14.74 eV
Total charge = +1
Lowest unoccupied orbital energy (spin up / spin down) = -7.30 / -7.78 eV
Spin multiplicity = 2


(R)
# C5H13NO

The ion C5H13NO with charge +1 (wB97M-V/def2-TZVPD, the Open Molecules 2025 dataset).

```
20
Properties=species:S:1:pos:R:3:mulliken_charge:R:1
C -2.486 1.114 0.476 -1.052
C -1.030 1.441 0.847 -0.342
N -0.162 1.046 -0.235 0.005
C 1.891 0.130 -1.216 -1.630
C 0.820 -0.020 -0.144 0.455
C 0.124 -1.399 -0.099 -0.470
O 1.051 -2.264 0.534 -0.531
H -2.549 0.062 0.199 0.324
H -3.183 1.281 1.284 0.346
H -2.776 1.682 -0.410 0.370
H -0.872 2.519 0.939 0.336
H -0.726 0.902 1.732 0.325
H -0.380 1.312 -1.197 0.364
H 2.723 -0.510 -0.926 0.403
H 1.607 -0.119 -2.228 0.426
H 2.224 1.140 -1.222 0.452
H 1.297 0.100 0.817 0.251
H -0.130 -1.770 -1.080 0.406
H -0.763 -1.382 0.531 0.213
H 1.263 -3.025 -0.029 0.349
```

Frontier orbital gap (spin up / spin down) = 11.962 / 7.447 eV
Expectation value of S² = 0.755
HOMO level (spin up / spin down) = -14.79 / -14.85 eV
Total charge = +1
Lowest unoccupied orbital energy (spin up / spin down) = -2.83 / -7.40 eV
Spin multiplicity = 2


Most stable pick: (R). Distance to second place: 16.8 kcal/mol.